[1]
A structure of composition C37H47IrN4O2PS2SbSe4. Source: the Open Molecules 2025 dataset; level of theory: wB97M-V/def2-TZVPD.

Element x y z (Å)
Ir (-0.785, 1.712, 3.290)
S (-2.790, 2.591, 2.333)
C (-3.613, 1.111, 1.910)
C (-4.491, 1.071, 0.833)
C (-5.243, -0.066, 0.543)
C (-6.125, -0.071, -0.590)
N (-6.821, -0.058, -1.508)
C (-5.122, -1.192, 1.371)
C (-4.218, -1.171, 2.427)
C (-3.433, -0.048, 2.700)
S (-2.285, -0.050, 3.998)
C (-5.912, -2.371, 1.141)
N (-6.533, -3.327, 0.981)
H (-4.600, 1.951, 0.211)
H (-4.103, -2.051, 3.048)
Se (4.230, 2.746, 4.723)
Sb (2.045, 3.817, 4.517)
Se (-0.341, 2.494, 5.399)
Se (0.872, 3.015, 2.354)
Se (2.326, 6.236, 4.321)
C (-2.362, 4.737, -3.471)
N (-1.389, 4.491, -2.423)
N (-1.166, 3.149, -2.105)
C (-0.963, 3.018, -0.700)
O (-0.656, 1.972, -0.179)
C (-1.173, 4.359, -0.182)
C (-1.465, 5.168, -1.214)
C (-1.821, 6.614, -1.192)
C (-0.534, 2.317, -3.045)
C (0.219, 2.848, -4.091)
C (0.865, 1.999, -4.979)
C (0.782, 0.623, -4.823)
C (0.032, 0.101, -3.777)
C (-0.635, 0.935, -2.895)
H (-2.159, 4.075, -4.309)
H (-2.261, 5.768, -3.807)
H (-3.391, 4.566, -3.132)
H (-1.075, 4.633, 0.853)
H (-1.647, 7.006, -0.193)
H (-2.872, 6.766, -1.447)
H (-1.212, 7.176, -1.903)
H (0.319, 3.921, -4.181)
H (1.452, 2.422, -5.785)
H (1.298, -0.037, -5.509)
H (-0.040, -0.973, -3.649)
H (-1.219, 0.536, -2.077)
O (0.080, -0.163, 1.930)
P (1.038, -0.948, 1.090)
C (1.834, -2.099, 2.298)
C (0.780, -2.688, 3.251)
C (0.207, -4.008, 2.744)
C (1.330, -5.032, 2.576)
C (2.352, -4.534, 1.556)
C (2.896, -3.149, 1.918)
C (2.233, 0.225, 0.343)
C (2.935, -0.114, -0.985)
C (4.292, -0.800, -0.841)
C (5.193, -0.011, 0.104)
C (4.539, 0.102, 1.480)
C (3.192, 0.823, 1.392)
C (0.123, -1.603, -0.363)
C (-1.380, -1.728, -0.028)
C (-2.091, -2.681, -1.003)
C (-1.491, -2.573, -2.403)
C (-0.030, -3.058, -2.407)
C (0.626, -2.882, -1.029)
H (2.349, -1.310, 2.861)
H (-0.010, -1.957, 3.422)
H (1.263, -2.873, 4.218)
H (-0.295, -3.853, 1.783)
H (-0.544, -4.377, 3.446)
H (0.932, -6.002, 2.263)
H (1.822, -5.175, 3.545)
H (1.886, -4.506, 0.576)
H (3.191, -5.234, 1.489)
H (3.522, -2.786, 1.106)
H (3.546, -3.265, 2.793)
H (1.479, 0.992, 0.117)
H (3.098, 0.836, -1.506)
H (2.282, -0.708, -1.629)
H (4.752, -0.892, -1.830)
H (4.163, -1.816, -0.458)
H (5.343, 0.996, -0.303)
H (6.174, -0.489, 0.181)
H (5.172, 0.663, 2.169)
H (4.412, -0.903, 1.893)
H (3.371, 1.873, 1.149)
H (2.712, 0.836, 2.372)
H (0.249, -0.778, -1.075)
H (-1.830, -0.735, -0.075)
H (-1.515, -2.072, 0.998)
H (-3.154, -2.444, -1.035)
H (-2.012, -3.717, -0.656)
H (-1.548, -1.528, -2.725)
H (-2.078, -3.153, -3.119)
H (0.544, -2.509, -3.160)
H (0.009, -4.115, -2.687)
H (1.715, -2.882, -1.132)
H (0.355, -3.728, -0.400)

lowest unoccupied orbital energy (spin up / spin down): 3.579 / 3.579 eV
charge: -2
HOMO level (spin up / spin down): -1.65 / -1.65 eV
molar mass: 1304.73 g/mol
gap between HOMO and LUMO (spin up / spin down): 5.230 / 5.232 eV

[2]
A structure of composition C37H47N2PTi. Source: the Open Molecules 2025 dataset; level of theory: wB97M-V/def2-TZVPD.

Element x y z (Å)
Ti (0.256, -0.180, -0.600)
C (-3.345, -3.462, 0.943)
C (-1.983, -2.959, 0.464)
C (-0.839, -3.675, 1.184)
P (-1.761, -1.136, 0.541)
C (-3.392, -0.374, 0.233)
C (-3.351, 1.120, 0.554)
C (-3.804, -0.625, -1.221)
C (-1.220, -0.710, 2.225)
C (-1.867, -1.144, 3.383)
C (-1.375, -0.868, 4.648)
C (-2.096, -1.309, 5.894)
C (-0.178, -0.151, 4.723)
C (0.478, 0.299, 3.592)
C (-0.049, 0.045, 2.329)
N (0.573, 0.512, 1.134)
C (1.435, 1.663, 1.140)
C (2.665, 1.588, 0.478)
C (3.125, 0.325, -0.208)
C (3.485, 2.714, 0.419)
C (3.124, 3.913, 1.005)
C (4.014, 5.126, 0.928)
C (1.885, 3.968, 1.641)
C (1.026, 2.884, 1.707)
C (-0.336, 3.085, 2.320)
H (-3.371, -4.553, 0.887)
H (-4.165, -3.083, 0.335)
H (-3.539, -3.191, 1.982)
H (-1.896, -3.176, -0.606)
H (-0.967, -3.622, 2.266)
H (0.138, -3.249, 0.956)
H (-0.828, -4.728, 0.894)
H (-4.102, -0.866, 0.901)
H (-2.575, 1.636, -0.020)
H (-3.173, 1.303, 1.614)
H (-4.303, 1.578, 0.281)
H (-3.137, -0.092, -1.903)
H (-4.818, -0.260, -1.391)
H (-3.789, -1.684, -1.490)
H (-2.787, -1.712, 3.297)
H (-2.908, -1.996, 5.657)
H (-2.528, -0.458, 6.425)
H (-1.420, -1.813, 6.586)
H (0.252, 0.062, 5.696)
H (1.401, 0.860, 3.682)
H (2.800, -0.558, 0.344)
H (4.212, 0.282, -0.263)
H (2.772, 0.256, -1.247)
H (4.436, 2.642, -0.098)
H (4.986, 4.875, 0.504)
H (4.180, 5.563, 1.913)
H (3.568, 5.901, 0.302)
H (1.560, 4.907, 2.079)
H (-0.641, 4.124, 2.192)
H (-0.342, 2.867, 3.389)
H (-1.094, 2.450, 1.860)
C (-1.431, 5.019, -2.853)
C (-1.055, 4.585, -1.561)
C (-0.659, 3.294, -1.360)
C (-0.610, 2.364, -2.427)
C (-0.198, 1.003, -2.228)
C (-0.179, 0.168, -3.324)
C (-0.549, 0.600, -4.626)
C (-0.948, 1.887, -4.804)
C (-0.990, 2.803, -3.713)
C (-1.402, 4.145, -3.901)
H (-1.741, 6.044, -3.009)
H (-1.079, 5.280, -0.731)
H (-0.361, 2.967, -0.373)
H (0.118, -0.876, -3.229)
H (-0.514, -0.088, -5.461)
H (-1.240, 2.238, -5.788)
H (-1.691, 4.468, -4.895)
C (4.013, -3.664, -1.606)
C (2.575, -3.926, -2.079)
C (2.044, -5.260, -1.539)
C (2.476, -3.863, -3.611)
C (1.721, -2.849, -1.537)
N (1.025, -2.036, -1.120)
H (4.640, -4.480, -1.966)
H (4.078, -3.634, -0.518)
H (4.399, -2.727, -2.009)
H (2.678, -6.056, -1.932)
H (1.019, -5.441, -1.862)
H (2.082, -5.297, -0.450)
H (3.143, -4.620, -4.023)
H (2.784, -2.889, -3.992)
H (1.462, -4.073, -3.951)

lowest unoccupied orbital energy (spin up / spin down): -2.481 / -2.377 eV
charge: +1
HOMO level (spin up / spin down): -10.00 / -10.11 eV
multiplicity: 2
<S²>: 0.756
molar mass: 598.64 g/mol
gap between HOMO and LUMO (spin up / spin down): 7.519 / 7.732 eV

Respective max |F| values: 2.4 0.9 eV/Å.